[1]
Computed, not measured: C32H40N8O5Tl as an isolated structure at a distorted geometry, with ωB97M-V/def2-TZVPD.

* energy relative to the best compared isomer or geometry (same formula, charge and spin): 0.0 kcal per mole
* total charge: +1
* HOMO-LUMO gap: 5.16 eV
* strongest force on any atom: 2.32 eV Å⁻¹
* lowest unoccupied orbital energy: -4.5 eV
* E_HOMO: -9.7 eV

Geometry as XYZ:
```
86
C32H40N8O5Tl, DFT ωB97M-V/def2-TZVPD
Tl -0.11 -0.57 -0.23
O 0.75 -0.09 2.27
O 1.61 -3.37 -4.02
O -2.37 0.82 -0.64
O -0.88 1.86 1.33
O -0.78 -5.26 1.37
N 4.11 2.79 -1.28
N -1.94 -1.93 1.52
N 0.08 -3.43 0.37
N -3.87 2.48 -0.63
N -0.09 0.12 4.34
N -0.06 -0.39 -3.09
N 2.15 1.31 -0.77
N 1.03 -2.65 -1.95
C -0.54 1.91 2.70
C 1.09 -2.54 -3.29
C -2.76 1.88 -0.18
C 0.11 0.57 3.09
C -0.76 0.60 -3.61
C -3.26 -3.92 1.58
C 2.30 -3.87 1.24
C 4.13 -3.53 -0.30
C 0.29 -1.24 4.64
C -1.16 0.62 -4.94
C -3.02 -1.24 1.83
C -2.05 -3.25 1.41
C -4.61 1.84 -1.70
C 3.63 -3.89 0.98
C 4.22 1.58 -2.06
C 3.06 0.62 -1.67
C -0.07 -1.48 -5.21
C -0.83 -4.07 1.11
C -4.39 -3.18 1.87
C 3.31 -3.14 -1.30
C 0.28 -1.41 -3.86
C 2.89 3.49 -1.62
C -0.43 0.93 5.49
C 1.37 -3.50 0.22
C 1.89 -3.10 -1.09
C -2.03 2.58 0.98
C -4.27 -1.80 2.01
C 1.68 2.54 -1.40
C 2.84 1.64 0.47
C -4.37 3.76 -0.17
C 4.12 2.47 0.13
C -0.80 -0.44 -5.75
H 4.33 -4.21 1.73
H -5.28 3.98 -0.71
H 2.16 2.21 1.10
H -2.87 -0.17 1.92
H -1.72 1.46 -5.32
H 5.19 1.12 -1.87
H -2.74 2.64 1.82
H -1.78 3.61 0.68
H 5.20 -3.57 -0.47
H -5.63 1.64 -1.38
H -0.51 1.98 5.23
H 5.03 1.91 0.35
H -4.59 3.75 0.90
H 0.35 0.82 6.24
H -5.35 -3.66 1.97
H 2.50 0.29 -2.54
H 4.17 1.85 -3.12
H 0.93 2.99 -0.75
H -4.12 0.89 -1.92
H -1.44 2.07 3.30
H -3.65 4.56 -0.36
H 1.21 2.27 -2.35
H 2.95 3.81 -2.66
H -3.29 -4.99 1.45
H 0.24 -2.34 -5.79
H -0.38 -1.65 5.39
H 0.17 2.73 2.89
H 3.44 -0.27 -1.15
H -4.61 2.47 -2.58
H 1.91 -4.14 2.21
H -1.01 1.40 -2.93
H 4.15 3.40 0.70
H 1.32 -1.30 5.02
H -5.12 -1.19 2.27
H 0.22 -1.84 3.73
H -1.10 -0.46 -6.79
H 2.82 4.38 -0.99
H 3.68 -2.89 -2.28
H 3.09 0.72 0.99
H -1.37 0.60 5.93
```



[2]
Computed, not measured: C32H41BBeClN6O3P as an isolated structure, with ωB97M-V/def2-TZVPD.

* HOMO-LUMO gap: 8.72 eV
* strongest force on any atom: 0.62 eV Å⁻¹
* lowest unoccupied orbital energy: 0.6 eV
* E_HOMO: -8.2 eV

Geometry as XYZ:
```
86
C32H41BBeClN6O3P, DFT ωB97M-V/def2-TZVPD
Cl -0.21 6.22 -4.34
P -1.47 -1.72 -1.76
O 0.80 -0.16 -1.05
O 2.42 0.97 0.01
O 3.24 1.83 -2.56
N -0.15 0.58 1.33
N -0.79 -1.82 3.09
N 1.27 -1.83 0.97
N 1.56 -1.66 2.28
N -1.47 -1.89 1.91
N 0.21 0.42 2.63
C 1.01 2.60 -3.15
C -0.90 -2.63 5.44
C 2.24 -2.98 -0.99
C -4.12 1.17 -0.67
C 0.23 1.61 3.24
C 0.78 4.89 -3.82
C -2.54 -3.09 3.48
C 2.15 5.08 -3.64
C -3.17 0.16 -0.67
C -3.54 -2.97 1.10
C 4.43 4.23 -3.00
C -0.14 2.57 2.32
C -0.36 1.88 1.13
C 2.72 -2.26 2.58
C 2.26 -2.55 0.44
C 0.60 1.77 4.68
C -1.41 -2.53 4.05
C -2.69 -0.37 -1.87
C -4.58 1.68 -1.87
C -2.53 -2.65 2.15
C 2.70 0.55 -2.31
C 2.37 2.79 -2.97
C -0.72 2.47 -0.19
C -3.16 0.16 -3.07
C 1.93 0.50 -0.98
C 3.30 -2.24 3.95
C -2.50 -3.18 -2.16
C 3.20 -2.85 1.42
C -4.10 1.18 -3.07
C -0.55 -1.62 -3.33
C 2.96 4.05 -3.21
C 0.21 3.66 -3.58
B 0.50 -0.98 3.18
Be 0.12 -0.76 0.29
H 2.08 0.22 -3.15
H 4.72 3.91 -2.00
H 0.08 -0.75 -3.34
H -1.67 3.00 -0.13
H -0.81 1.70 -0.96
H -0.85 3.52 -3.70
H -1.56 -3.27 6.02
H 0.54 1.65 -2.94
H -1.87 -4.07 -2.17
H -2.94 -3.05 -3.15
H 1.62 1.44 4.86
H -4.53 -3.06 1.54
H 2.68 -2.78 4.66
H -2.78 -0.21 0.27
H -4.48 1.56 0.27
H -5.31 2.48 -1.88
H 5.00 3.62 -3.70
H -3.58 -2.20 0.34
H -3.31 -3.92 0.61
H -3.29 -3.33 -1.44
H 0.53 2.82 4.96
H 0.05 3.18 -0.50
H 4.72 5.27 -3.13
H 0.10 -3.06 5.48
H -1.22 -1.62 -4.20
H -3.27 -3.71 3.97
H -4.45 1.59 -4.01
H 3.26 -3.10 -1.36
H -2.80 -0.22 -4.02
H 1.73 -2.25 -1.61
H 4.28 -2.71 3.93
H -0.21 3.63 2.48
H 0.09 -2.51 -3.41
H 1.73 -3.93 -1.10
H 0.88 -0.93 4.30
H 3.55 -0.13 -2.23
H -0.86 -1.66 5.93
H 2.57 6.06 -3.82
H -0.06 1.20 5.33
H 3.41 -1.22 4.32
H 4.10 -3.41 1.31
```



[3]
Computed, not measured: C32H41Br6N3O15 as an isolated structure at a distorted geometry, with ωB97M-V/def2-TZVPD.

* energy relative to the best compared isomer or geometry (same formula, charge and spin): 75.4 kcal per mole
* HOMO-LUMO gap: 9.07 eV
* strongest force on any atom: 6.66 eV Å⁻¹
* lowest unoccupied orbital energy: -0.6 eV
* E_HOMO: -9.7 eV

Geometry as XYZ:
```
97
C32H41Br6N3O15, DFT ωB97M-V/def2-TZVPD
Br 18.80 -0.56 0.34
Br 21.60 0.90 1.55
Br 20.58 -1.70 2.93
Br 27.28 5.24 -0.50
Br 24.52 4.73 1.13
Br 24.24 5.93 -1.85
O 21.27 1.34 -2.21
O 21.74 6.02 -4.57
O 22.86 2.77 -1.76
O 19.49 7.65 2.01
O 20.69 3.28 -1.71
O 17.52 2.54 -3.49
O 15.45 3.44 -3.23
O 16.74 2.73 -1.54
O 21.39 7.14 1.18
O 17.93 -0.02 -6.37
O 19.26 -3.84 -3.06
O 19.79 5.52 -5.71
O 18.12 -0.96 -4.46
O 21.61 4.07 -5.50
O 20.37 -5.69 -3.19
N 20.31 -4.52 -2.99
N 17.64 -0.97 -5.58
N 20.36 7.77 1.16
C 21.58 -3.70 -2.93
C 23.94 -2.13 -2.77
C 20.63 -0.77 1.15
C 14.93 -4.10 -6.77
C 20.81 4.63 -1.39
C 18.25 9.57 -1.33
C 25.31 4.80 -0.68
C 24.00 -3.49 -3.14
C 20.96 5.23 -5.32
C 21.71 2.54 -1.79
C 15.61 -4.29 -5.58
C 22.78 -4.30 -3.27
C 21.39 3.24 -6.56
C 22.34 3.81 -7.70
C 15.85 4.56 -0.20
C 15.01 -2.98 -7.55
C 16.64 -2.08 -5.96
C 19.22 10.16 -2.13
C 22.75 -1.57 -2.38
C 15.77 3.10 -0.47
C 21.28 7.17 -3.95
C 18.63 8.85 -0.26
C 21.56 -2.32 -2.51
C 15.90 -1.91 -7.14
C 16.42 -3.18 -5.17
C 20.52 10.04 -1.75
C 17.40 2.65 -4.88
C 16.51 2.93 -2.76
C 19.95 8.62 0.01
C 20.95 9.30 -0.68
C 19.95 0.97 -2.59
C 19.46 5.16 -0.91
H 20.35 3.12 -6.86
H 22.83 -5.33 -3.56
H 21.23 5.18 -2.23
H 16.70 1.93 -5.31
H 21.99 9.15 -0.46
H 22.65 -0.51 -2.21
H 16.99 -3.23 -4.26
H 15.24 4.90 0.64
H 18.38 2.59 -5.36
H 22.10 7.78 -3.59
H 17.97 8.41 0.47
H 19.17 1.26 -1.88
H 25.02 -3.84 -3.18
H 15.46 -5.11 -4.89
H 16.05 -1.09 -7.83
H 21.65 2.21 -6.29
H 18.94 10.94 -2.82
H 24.95 -1.80 -2.61
H 15.59 5.14 -1.08
H 16.88 4.72 0.10
H 22.26 3.14 -8.56
H 21.49 4.75 -0.55
H 20.52 6.99 -3.19
H 19.13 6.08 -1.40
H 23.36 3.96 -7.36
H 16.14 2.48 0.35
H 14.76 2.86 -0.81
H 17.18 9.76 -1.30
H 19.94 -0.11 -2.78
H 21.19 10.63 -2.36
H 17.21 3.69 -5.15
H 14.54 -2.95 -8.52
H 19.45 5.22 0.17
H 25.12 3.81 -1.08
H 20.71 7.88 -4.55
H 18.66 4.45 -1.14
H 19.67 1.51 -3.49
H 21.94 4.76 -8.05
H 20.57 -1.95 -2.28
H 21.20 -1.42 0.48
H 14.26 -4.90 -7.04
```



[4]
Computed, not measured: a 6-piece molecular cluster, C32H41F15NO17 overall at a distorted geometry, with ωB97M-V/def2-TZVPD.

* energy relative to the best compared isomer or geometry (same formula, charge and spin): 36.4 kcal per mole
* total charge: +1
* HOMO-LUMO gap: 7.14 eV
* strongest force on any atom: 3.21 eV Å⁻¹
* lowest unoccupied orbital energy: -5.0 eV
* E_HOMO: -12.2 eV

Geometry as XYZ:
```
106
C32H41F15NO17, DFT ωB97M-V/def2-TZVPD
F -0.88 3.37 -8.06
F 1.45 -7.82 4.89
F 7.13 7.29 -1.37
F -5.20 -0.83 4.73
F 1.12 4.18 -7.91
F 6.50 6.48 0.52
F 7.17 5.16 -1.06
F -4.86 2.57 0.51
F 0.12 4.11 -9.82
F 1.27 -7.10 2.87
F -6.38 -1.82 3.22
F -3.03 2.32 1.62
F -6.25 -2.65 5.20
F 3.14 -6.89 3.93
F -3.20 3.89 0.14
O -3.40 4.63 2.96
O 0.86 -4.58 3.95
O 4.50 4.99 -0.98
O 0.61 -2.55 -3.50
O 4.44 7.04 -1.90
O 0.89 1.47 -9.98
O 1.35 1.52 -7.78
O -0.24 3.09 -0.47
O 1.45 3.17 1.02
O -3.84 -3.75 4.46
O 1.24 -0.45 -4.08
O -5.54 4.58 2.27
O -3.81 -2.37 2.69
O 1.65 -5.36 5.91
O -0.44 -5.34 0.02
O 2.34 -1.07 0.01
O 2.56 -3.39 0.37
N -2.01 0.37 -0.14
C -4.31 -2.85 3.84
C -2.63 -0.23 -1.21
C 1.88 0.18 -7.86
C -0.13 -4.05 6.91
C 0.01 1.18 1.18
C -1.84 -0.84 -2.28
C 5.02 6.18 -1.31
C -3.74 5.58 3.98
C -2.93 -4.29 1.47
C -2.61 -3.01 2.21
C -3.88 3.25 1.11
C 3.31 0.20 -8.37
C 1.99 -4.64 -0.06
C 1.80 -6.82 4.07
C -4.41 4.22 2.18
C 3.13 4.78 -1.36
C -0.65 0.44 -0.05
C 0.74 -5.07 0.81
C 0.54 -1.38 -3.31
C 0.31 3.43 -8.69
C 0.89 2.03 -8.93
C 1.36 -5.45 4.61
C 1.83 -2.36 -0.29
C 0.50 2.58 0.61
C 3.03 4.36 -2.81
C -0.38 -0.78 -2.20
C 1.34 -4.10 6.54
C -5.54 -2.04 4.25
C 6.46 6.28 -0.81
C 1.83 -0.09 -0.90
C -4.33 4.89 5.19
C 0.27 -0.13 -1.03
H 3.66 3.48 -3.00
H 1.86 -0.22 -6.85
H -0.35 -3.13 7.46
H 0.56 -4.25 1.56
H 1.64 -4.58 -1.13
H 2.53 5.67 -1.15
H 0.73 0.38 -4.00
H 3.92 0.85 -7.76
H 3.73 -0.81 -8.35
H -5.28 4.40 4.94
H 2.00 4.12 -3.07
H 3.39 5.15 -3.47
H 2.75 3.98 -0.72
H -2.13 -2.30 1.53
H 3.35 0.57 -9.39
H -2.54 0.80 0.64
H 1.62 -3.27 5.89
H -4.42 6.34 3.59
H -1.11 3.39 -0.16
H -0.77 1.42 1.95
H -2.82 6.08 4.26
H -0.43 -6.24 -0.32
H -3.65 -4.10 0.66
H -2.03 -4.72 1.04
H -3.39 -5.03 2.13
H -3.74 -0.23 -1.23
H 0.98 -6.03 1.34
H -1.91 -3.19 3.03
H -0.77 -4.08 6.02
H 2.13 0.90 -0.46
H -4.52 5.60 5.99
H 1.94 -2.52 -1.40
H 1.24 -0.46 -8.47
H -2.33 -1.30 -3.16
H 0.75 -2.50 0.06
H 0.84 0.59 1.65
H 2.73 -5.48 -0.01
H 2.35 -0.16 -1.89
H -0.40 -4.90 7.53
H -3.66 4.11 5.55
H 1.95 -4.04 7.44
```



[5]
Computed, not measured: C32H41N2OP2Pd as an isolated structure at a distorted geometry, with ωB97M-V/def2-TZVPD.

* energy relative to the best compared isomer or geometry (same formula, charge and spin): 23.0 kcal per mole
* total charge: +3
* HOMO-LUMO gap (alpha / beta): 6.81 / 4.27 eV
* strongest force on any atom: 1.64 eV Å⁻¹
* lowest unoccupied orbital energy (alpha / beta): -8.3 / -12.5 eV
* multiplicity: 5
* E_HOMO (alpha / beta): -15.1 / -16.7 eV

Geometry as XYZ:
```
79
C32H41N2OP2Pd, DFT ωB97M-V/def2-TZVPD
Pd 0.64 -0.69 -0.04
P -1.34 -1.48 1.34
P 0.44 1.79 -0.74
O 2.62 -0.46 1.22
N 1.92 -2.38 -1.00
N 3.05 -4.18 -1.67
C 2.00 -3.72 -0.93
C 1.14 -4.61 -0.13
C -1.16 4.44 -3.37
C 1.72 4.72 1.84
C -2.47 -3.76 0.10
C -2.25 -3.10 1.47
C 2.72 2.63 2.53
C 3.68 -3.13 -2.20
C 1.20 2.72 0.60
C -2.37 -0.08 0.66
C 2.04 1.97 1.47
C -2.30 4.88 -2.70
C 0.51 -2.01 3.31
C 2.96 -1.99 -1.76
C 1.70 1.33 -1.97
C -0.68 2.93 -1.58
C -1.63 -1.03 4.17
C 2.54 3.99 2.70
C -0.36 3.46 -2.83
C -3.76 0.10 1.26
C 3.87 1.45 -3.00
C -2.62 4.35 -1.46
C 3.41 0.66 -4.05
C 2.06 0.59 1.36
C 1.06 4.08 0.79
C 2.10 0.21 -4.07
C -0.64 -1.04 3.00
C -3.57 -3.00 2.24
C -2.45 -0.24 -0.87
C -1.82 3.37 -0.90
C 3.02 1.79 -1.96
C 1.24 0.53 -3.03
H 3.18 -0.95 -1.95
H -1.97 -2.04 4.41
H -2.49 -0.39 3.99
H -2.08 2.95 0.07
H 1.18 -2.16 2.46
H 4.88 1.83 -3.02
H -3.50 4.69 -0.93
H -1.47 -0.47 -1.31
H -1.59 -3.72 -0.54
H 0.43 4.65 0.13
H -1.76 0.79 0.90
H 3.37 2.42 -1.15
H -4.42 -0.71 0.97
H -1.54 -3.70 2.05
H -2.82 0.68 -1.33
H 3.35 2.06 3.20
H -2.75 -4.80 0.24
H 3.33 -5.15 -1.77
H 0.52 3.13 -3.37
H -3.29 -3.28 -0.43
H 1.75 -5.22 0.53
H -1.11 -0.65 5.05
H -3.13 -1.05 -1.14
H -3.79 -3.97 2.67
H 1.73 -0.38 -4.91
H -0.89 4.88 -4.33
H 0.44 -4.02 0.45
H 3.05 4.49 3.51
H -3.75 0.17 2.35
H 1.11 -1.62 4.13
H -4.40 -2.76 1.57
H 1.60 5.78 1.98
H 4.08 0.42 -4.87
H -4.19 1.03 0.88
H 0.21 0.21 -3.05
H 4.55 -3.21 -2.83
H 0.59 -5.30 -0.78
H -2.94 5.62 -3.15
H -3.57 -2.28 3.05
H 0.13 -2.98 3.62
H -0.25 -0.03 2.86
```